1.
Entry from OMol25: a molecular structure, C20H28ClCrN3O4 (wB97M-V/def2-TZVPD).

The geometry in XYZ format:
```
57
Properties=species:S:1:pos:R:3
Cr -0.983 -0.010 0.152
Cl -1.866 0.267 2.185
N -0.297 1.885 0.023
N -0.377 -1.849 0.261
C -0.930 2.763 -0.707
C -0.816 -2.739 -0.602
C 0.918 2.563 0.560
C 0.553 4.045 0.361
C 2.160 2.320 -0.288
C 1.203 2.195 2.002
H 1.964 2.612 -1.338
H 2.488 1.271 -0.267
H 3.008 2.947 0.038
H 0.272 2.287 2.573
H 1.973 2.854 2.447
H 1.544 1.153 2.116
C 0.657 -2.517 1.123
C 0.745 -3.919 0.511
C 0.146 -2.595 2.551
C 2.038 -1.881 1.060
H 2.331 -1.736 0.008
H 2.792 -2.558 1.494
H 2.083 -0.940 1.636
H -0.909 -2.910 2.526
H 0.210 -1.617 3.057
H 0.725 -3.337 3.130
O -0.265 -3.939 -0.532
H 0.481 -4.749 1.180
H 1.709 -4.163 0.036
O -0.517 4.021 -0.625
H 1.345 4.685 -0.060
H 0.151 4.508 1.279
C -2.045 2.380 -1.579
C -1.849 -2.470 -1.592
C -1.336 -1.280 -2.323
H -2.787 -2.235 -1.058
H -1.928 -3.311 -2.271
C -1.473 -0.029 -1.691
C -1.491 1.212 -2.332
H -2.502 -0.023 0.781
C -0.886 1.248 -3.591
C -0.498 -0.002 -4.113
C -0.705 2.534 -4.213
C -0.739 -1.241 -3.581
H -0.156 0.022 -5.175
C -0.440 -2.511 -4.217
H 0.101 -2.279 -5.126
H -1.335 -3.061 -4.517
H 0.177 -3.158 -3.576
H -1.654 3.058 -4.390
H -0.237 2.376 -5.175
H -0.055 3.183 -3.603
H -2.295 3.204 -2.224
H -2.882 2.049 -0.917
O 0.057 -0.454 5.221
N 1.240 0.085 5.149
O 1.952 -0.038 4.102
```

Properties
Total charge ... -1
2S+1 ... 4
Energy ... -2748.662475 hartree
Kohn-Sham gap (spin up / spin down) ... 0.21747 / 0.19922 Eh
E_HOMO (spin up / spin down) ... -3.36 / -2.86 eV

Atom charges from the Mulliken analysis, given in e for atoms 1 to 8: atom 1 (Cr): -1.1514, atom 2 (Cl): -0.4432, atom 3 (N): 0.7729, atom 4 (N): 0.3638, atom 5 (C): 0.5372, atom 6 (C): 0.6255, atom 7 (C): 1.1609, atom 8 (C): -0.7243


2.
Entry from OMol25: a molecular structure, C18H34N5O6P2SSeSr (wB97M-V/def2-TZVPD).

The geometry in XYZ format:
```
68
Properties=species:S:1:pos:R:3
Sr -0.262 -2.423 -0.183
N 0.124 -3.744 3.866
C -0.033 -3.293 2.401
C -0.694 -4.448 1.614
P -1.236 -1.857 2.775
O -2.425 -2.837 3.292
O -1.675 -1.187 1.514
O -0.660 -1.105 3.908
P 1.840 -3.173 2.032
O 2.115 -4.739 2.395
O 2.082 -2.990 0.570
O 2.402 -2.287 3.068
H -0.797 -3.931 4.272
H 0.560 -2.949 4.359
H 0.737 -4.564 3.907
H -0.989 -5.281 2.253
H -0.014 -4.898 0.886
H -1.639 -4.167 1.138
H -2.973 -2.414 3.968
H 3.041 -4.904 2.624
C -0.856 -4.190 -5.012
C 0.520 -4.427 -4.393
C 0.668 -3.852 -2.973
C 1.406 -2.518 -2.938
N 0.925 -1.560 -3.924
C -0.243 -0.885 -3.873
Se -1.573 -0.969 -2.582
N -0.316 -0.086 -4.957
C -1.462 0.749 -5.320
C -2.613 -0.062 -5.907
C -2.292 -0.774 -7.218
C -2.172 0.165 -8.414
C 0.846 -0.224 -5.710
C 1.277 0.398 -6.874
C 2.516 0.026 -7.362
C 3.302 -0.931 -6.712
C 2.880 -1.540 -5.545
C 1.637 -1.164 -5.055
H -1.011 -4.835 -5.876
H -0.977 -3.156 -5.344
H -1.655 -4.394 -4.296
H 1.281 -3.977 -5.036
H 0.741 -5.495 -4.375
H 1.217 -4.546 -2.331
H -0.345 -3.746 -2.556
H 2.465 -2.678 -3.132
H 1.405 -2.014 -1.963
H -1.097 1.494 -6.025
H -1.781 1.270 -4.418
H -3.450 0.625 -6.061
H -2.938 -0.783 -5.155
H -3.087 -1.496 -7.416
H -1.375 -1.363 -7.107
H -3.070 0.777 -8.513
H -2.047 -0.394 -9.341
H -1.321 0.841 -8.329
H 0.685 1.148 -7.377
H 2.887 0.488 -8.266
H 4.265 -1.195 -7.127
H 3.500 -2.272 -5.046
N 1.136 0.096 1.766
C 0.798 0.644 0.590
N -0.273 1.443 0.563
S 1.669 0.294 -0.823
H 0.605 0.230 2.617
H 2.013 -0.396 1.851
H -0.881 1.530 1.361
H -0.614 1.730 -0.338
```

Properties
Total charge ... +1
Energy ... -4944.744264 hartree
Kohn-Sham gap ... 0.28451 Eh
E_HOMO ... -10.36 eV
Energy above the lowest of the compared OMol25 structures with the same formula, charge and spin ... 42.1 kcal/mol

Atom charges from the Mulliken analysis, given in e for atoms 1 to 8: atom 1 (Sr): 1.2157, atom 2 (N): -0.2939, atom 3 (C): -0.5885, atom 4 (C): -1.4902, atom 5 (P): 1.1614, atom 6 (O): -0.5334, atom 7 (O): -0.8602, atom 8 (O): -0.8064